Record 1
Entry from the OMol25 dataset: a molecular structure, C21H31O4Re (wB97M-V/def2-TZVPD).

```
57
Properties=species:S:1:pos:R:3
O -0.14 -0.27 -2.99
C 0.01 1.03 -3.65
C 0.06 0.49 -5.06
H 0.96 1.50 -3.38
H -0.85 1.66 -3.41
C 0.01 -0.87 -4.32
H 1.00 0.71 -5.58
H -0.83 0.73 -5.63
C 1.33 -1.61 -4.38
H 2.13 -0.96 -4.04
H 1.54 -1.91 -5.42
H 1.26 -2.51 -3.76
C -1.16 -1.71 -4.78
H -2.10 -1.15 -4.71
H -1.22 -2.63 -4.20
H -1.01 -1.97 -5.84
Re -0.64 -0.79 2.39
C -2.22 -1.23 3.78
C -1.98 0.18 3.85
C -2.29 0.74 2.57
H -1.69 0.73 4.73
C -2.69 -0.32 1.69
C -2.64 -1.55 2.43
H -2.96 -2.52 2.07
H -2.19 -1.90 4.63
H -2.25 1.80 2.33
H -3.00 -0.20 0.66
C 0.55 -2.00 3.79
C -0.19 -2.81 2.85
C 0.38 -2.57 1.53
H -0.93 -3.57 3.09
C 1.48 -1.67 1.70
C 1.57 -1.30 3.07
H 2.32 -0.66 3.53
H 0.43 -2.00 4.87
H 0.07 -3.07 0.61
H 2.18 -1.38 0.91
O 1.91 1.21 -1.51
C 0.94 0.50 -0.69
C -0.38 1.28 -0.72
H 1.35 0.59 0.34
H 0.89 -0.57 -0.94
C 0.10 2.73 -0.90
H -0.94 1.16 0.21
H -1.02 0.93 -1.53
C 1.62 2.61 -1.14
H -0.08 3.28 0.04
H -0.43 3.25 -1.71
H 2.10 2.80 -0.16
H 2.01 3.29 -1.91
C 1.11 1.76 4.20
C 1.06 1.84 2.71
O 1.73 2.68 2.09
O 0.29 0.98 2.06
H 2.10 1.36 4.47
H 0.32 1.12 4.59
H 1.02 2.78 4.58
```

Summary:
Charge   +1
Relative energy (zero: lowest compared OMol25 entry of this formula, charge and spin)   30.98 kcal/mol
Orbital gap (spin up / spin down)   7.0 / 4.9 eV
LUMO level (spin up / spin down)   -3.245 / -6.230 eV
Total energy   -32587.9736 eV
2S+1   4
HOMO level (spin up / spin down)   -10.3 / -11.2 eV

***

Record 2
Entry from the OMol25 dataset: a molecular structure, C21H32BBrInO23S (wB97M-V/def2-TZVPD).

```
80
Properties=species:S:1:pos:R:3
O 5.87 -6.14 -2.83
B 5.26 -4.76 -2.94
O 3.83 -4.53 -2.57
In 6.63 -3.08 -3.74
S 6.54 -1.03 -2.23
Br 9.10 -4.11 -3.81
H 6.88 -6.04 -2.68
H 3.76 -4.25 -1.61
H 6.07 -2.63 -5.43
H 6.68 -1.49 -0.89
C 1.44 -1.48 -2.21
C 1.18 -0.46 -1.15
O 2.10 -0.81 -0.13
C 3.11 -1.51 -0.73
O 4.15 -1.82 -0.18
O 2.80 -1.81 -2.03
H 1.27 -1.09 -3.22
H 0.83 -2.38 -2.07
H 1.41 0.56 -1.49
H 0.16 -0.49 -0.78
C -0.99 3.14 1.62
C 0.46 3.45 1.77
O 1.05 2.77 0.69
C 0.08 2.60 -0.26
O 0.29 2.20 -1.39
O -1.14 2.95 0.23
H -1.63 3.96 1.97
H -1.28 2.22 2.14
H 0.67 4.52 1.67
H 0.86 3.10 2.73
C -4.20 -0.78 3.59
C -2.78 -0.86 3.13
O -2.39 0.50 3.05
C -3.21 1.20 3.88
O -3.05 2.37 4.18
O -4.24 0.43 4.34
H -4.49 -1.63 4.22
H -4.91 -0.69 2.76
H -2.14 -1.36 3.86
H -2.68 -1.35 2.16
C -3.89 -5.59 5.45
C -5.35 -5.78 5.73
O -5.93 -4.59 5.23
C -5.07 -4.09 4.29
O -5.34 -3.17 3.54
O -3.88 -4.76 4.30
H -3.38 -6.54 5.25
H -3.37 -5.07 6.26
H -5.77 -6.63 5.20
H -5.55 -5.89 6.80
C 1.80 3.81 -5.17
C 2.85 2.92 -5.74
O 2.55 1.66 -5.18
C 1.23 1.68 -4.84
O 0.60 0.70 -4.48
O 0.71 2.93 -4.95
H 1.52 4.62 -5.85
H 2.10 4.25 -4.21
H 2.79 2.84 -6.83
H 3.86 3.24 -5.47
C -7.81 1.82 0.99
C -6.76 0.93 0.42
O -7.05 -0.33 0.98
C -8.38 -0.31 1.32
O -9.01 -1.29 1.68
O -8.90 0.94 1.21
H -8.09 2.63 0.31
H -7.51 2.26 1.95
H -6.82 0.85 -0.67
H -5.75 1.25 0.69
C 6.75 4.10 -0.86
C 6.14 2.76 -0.60
O 4.90 2.83 -1.28
C 5.03 3.78 -2.25
O 4.21 3.98 -3.13
O 6.20 4.47 -2.11
H 7.84 4.06 -0.92
H 6.46 4.85 -0.11
H 6.73 1.94 -1.03
H 5.99 2.57 0.47
```

Summary:
Charge   -1
Orbital gap   5.8 eV
LUMO level   1.339 eV
Total energy   -156120.4258 eV
HOMO level   -4.4 eV

***

Record 3
Entry from the OMol25 dataset: a molecular structure, C21H32BCl2FeN7O3 (wB97M-V/def2-TZVPD).

```
67
Properties=species:S:1:pos:R:3
Fe -0.25 1.26 -0.49
C 0.34 1.51 -4.10
C -0.54 0.09 -2.43
C -1.77 -0.54 -2.93
C -1.83 -1.85 -2.76
C -2.87 -2.80 -3.23
N -0.73 -2.33 -2.06
N 0.04 -1.18 -1.64
B -0.60 -2.08 -0.54
N 0.46 -2.65 0.32
N 1.29 -1.68 0.80
C 2.16 -2.29 1.58
C 3.24 -1.54 2.28
C 1.91 -3.69 1.59
C 0.82 -3.88 0.78
C 0.10 -5.13 0.41
N -1.72 -1.39 0.18
N -1.55 -0.08 0.60
C -2.59 0.19 1.39
C -2.76 1.49 2.10
C -3.44 -0.92 1.47
C -2.85 -1.90 0.71
C -3.28 -3.30 0.47
H 0.43 1.60 -5.16
H 1.30 0.80 -2.45
H -0.98 1.89 -2.65
H -2.43 0.07 -3.53
H -3.10 -2.62 -4.28
H -3.80 -2.65 -2.67
H -2.54 -3.82 -3.11
H 1.04 -1.32 -1.74
H 3.03 -0.48 2.27
H 4.20 -1.71 1.79
H 3.33 -1.89 3.31
H 2.46 -4.44 2.13
H 0.80 -5.96 0.38
H -0.38 -5.03 -0.56
H -0.66 -5.37 1.15
H -1.78 1.91 2.32
H -3.33 1.35 3.01
H -3.28 2.21 1.46
H -4.35 -0.99 2.04
H -4.30 -3.44 0.83
H -2.63 -4.00 0.99
H -3.25 -3.55 -0.59
Cl -1.62 3.05 -0.48
C 0.65 2.60 -2.00
Cl 0.16 1.39 -2.63
C 2.75 0.44 -2.52
O 2.89 0.12 -3.63
O 2.93 0.64 -1.38
H 1.15 3.55 -1.94
C 0.06 4.27 2.33
N 1.43 4.19 1.81
C 2.34 5.29 2.08
C 1.82 3.09 1.16
C 3.27 2.96 0.82
O 1.01 2.18 0.90
H -0.11 5.25 2.76
H -0.08 3.52 3.11
H -0.66 4.08 1.54
H 1.77 6.17 2.34
H 2.95 5.52 1.20
H 3.02 5.06 2.91
H 3.89 3.11 1.70
H 3.57 3.70 0.07
H 3.45 1.97 0.42
```

Summary:
Charge   +1
Relative energy (zero: lowest compared OMol25 entry of this formula, charge and spin)   576.27 kcal/mol
Orbital gap (spin up / spin down)   6.9 / 6.6 eV
LUMO level (spin up / spin down)   -4.302 / -4.483 eV
Total energy   -98951.5238 eV
2S+1   6
HOMO level (spin up / spin down)   -11.2 / -11.1 eV

***

Record 4
Entry from the OMol25 dataset: a molecular structure, C21H32F6N6PdSb (wB97M-V/def2-TZVPD).

```
67
Properties=species:S:1:pos:R:3
Pd 0.24 0.31 1.63
C 1.28 -2.80 2.04
N 1.28 -2.89 0.60
C 2.59 -3.19 0.04
C 0.32 -2.28 -0.13
N -0.49 -1.39 0.37
C -1.75 -1.22 -0.22
C -2.62 -2.30 -0.17
C -3.87 -2.26 -0.81
C -4.25 -1.16 -1.51
C -3.40 -0.02 -1.57
C -3.79 1.10 -2.35
C -2.96 2.19 -2.43
C -1.77 2.24 -1.69
C -1.39 1.20 -0.86
N -0.27 1.36 -0.10
C -0.16 2.30 0.86
N 0.96 3.15 0.91
C 2.16 2.65 0.25
C 1.27 3.66 2.23
N -1.30 2.95 1.47
C -1.67 4.25 0.93
C -2.45 2.14 1.79
C -2.16 -0.01 -0.87
N 0.26 -2.67 -1.46
C 0.04 -1.69 -2.50
C 0.27 -4.05 -1.85
H 1.47 -3.80 2.46
H 0.32 -2.44 2.40
H 2.05 -2.11 2.37
H 3.34 -2.51 0.46
H 2.60 -3.05 -1.03
H 2.87 -4.22 0.29
H -2.30 -3.19 0.35
H -4.52 -3.12 -0.74
H -5.19 -1.13 -2.04
H -4.73 1.06 -2.89
H -3.23 3.03 -3.06
H -1.13 3.11 -1.74
H 1.92 2.16 -0.69
H 2.69 1.93 0.88
H 2.83 3.49 0.05
H 0.42 4.19 2.66
H 2.12 4.35 2.14
H 1.55 2.84 2.90
H -0.78 4.76 0.58
H -2.14 4.85 1.73
H -2.39 4.17 0.10
H -2.12 1.17 2.15
H -3.14 2.00 0.95
H -3.01 2.64 2.60
H 0.25 -0.70 -2.12
H -0.99 -1.73 -2.90
H 0.74 -1.89 -3.32
H 0.47 -4.68 -0.99
H 1.04 -4.24 -2.61
H -0.71 -4.33 -2.28
C 0.82 0.37 3.42
H 1.88 0.28 3.70
H 0.24 0.51 4.35
F 2.38 -0.63 0.39
Sb 4.38 -0.73 -0.57
F 5.32 0.91 0.25
F 3.83 0.56 -1.95
F 4.85 -2.44 0.55
F 3.57 -2.03 -1.84
F 6.05 -1.03 -1.53
```

Summary:
Charge   -2
Relative energy (zero: lowest compared OMol25 entry of this formula, charge and spin)   61.65 kcal/mol
Orbital gap (spin up / spin down)   4.8 / 6.4 eV
LUMO level (spin up / spin down)   4.466 / 4.466 eV
Total energy   -57559.3229 eV
2S+1   2
HOMO level (spin up / spin down)   -0.4 / -1.9 eV

***

Record 5
Entry from the OMol25 dataset: a gas-phase ion, C21H32N2O2 (charge +2) (wB97M-V/def2-TZVPD).

```
57
Properties=species:S:1:pos:R:3
C -4.56 2.88 3.39
C -3.20 2.09 3.23
O -3.32 0.81 2.58
C -4.23 0.85 1.47
C -4.01 -0.38 0.50
C -4.88 -0.14 -0.81
C -4.23 -0.72 -2.13
C -3.53 0.41 -3.02
N -2.07 0.37 -2.64
C -1.72 1.07 -1.50
C -0.36 1.10 -0.99
C 0.65 0.35 -1.75
C 2.12 0.27 -1.28
C 2.43 0.78 0.08
C 3.78 0.69 0.58
N 4.76 0.12 -0.23
C 6.13 0.03 0.39
C 6.11 -1.30 1.30
O 5.48 -2.39 0.64
C 4.43 -2.99 1.43
C 2.97 -2.55 1.02
C 4.54 -0.32 -1.50
C 3.22 -0.28 -2.10
C 0.28 -0.39 -2.97
C -1.14 -0.33 -3.36
H -4.80 3.42 2.42
H -4.49 3.64 4.22
H -5.43 2.20 3.60
H -2.80 1.92 4.26
H -2.49 2.78 2.69
H -5.27 0.72 1.87
H -4.13 1.82 0.88
H -4.42 -1.31 0.98
H -2.92 -0.59 0.29
H -5.89 -0.61 -0.62
H -5.04 0.97 -0.92
H -4.99 -1.28 -2.74
H -3.47 -1.50 -1.82
H -3.96 1.39 -2.68
H -3.63 0.23 -4.12
H -2.52 1.60 -0.94
H -0.15 1.67 -0.06
H 1.63 1.20 0.71
H 4.05 1.04 1.60
H 6.94 0.00 -0.37
H 6.28 0.87 1.13
H 5.71 -1.08 2.33
H 7.20 -1.59 1.43
H 4.58 -2.88 2.54
H 4.49 -4.10 1.24
H 2.22 -3.39 1.02
H 2.61 -1.75 1.73
H 3.02 -2.12 -0.01
H 5.41 -0.75 -2.05
H 3.04 -0.68 -3.12
H 1.01 -0.98 -3.56
H -1.44 -0.90 -4.26
```

Summary:
Charge   +2
Orbital gap   6.1 eV
LUMO level   -7.942 eV
Total energy   -29352.8789 eV
HOMO level   -14.0 eV

***

Record 6
Entry from the OMol25 dataset: C21H32N2O3S in the gas phase (wB97M-V/def2-TZVPD).

```
59
Properties=species:S:1:pos:R:3
C -5.03 -1.46 -0.59
S -5.51 -0.28 0.70
O -4.75 -0.57 1.89
O -6.94 -0.28 0.81
C -4.99 1.36 0.05
C -3.56 1.27 -0.34
C -3.18 1.23 -1.68
C -1.85 1.07 -2.02
C -0.87 0.97 -1.04
C 0.54 0.75 -1.47
O 0.81 0.14 -2.49
N 1.48 1.29 -0.67
C 2.89 1.13 -0.89
C 3.60 0.25 0.18
N 3.12 -1.14 0.20
C 3.15 -1.85 -1.07
C 3.19 -3.36 -0.80
C 1.94 -3.78 -0.03
C 1.84 -2.93 1.23
C 1.86 -1.45 0.86
C 3.45 0.86 1.59
C 4.21 2.17 1.79
C 5.69 1.98 1.52
C 5.88 1.49 0.09
C 5.11 0.19 -0.15
C -1.26 1.01 0.30
C -2.59 1.16 0.64
H -5.35 -2.44 -0.26
H -5.54 -1.19 -1.51
H -3.95 -1.42 -0.70
H -5.65 1.58 -0.78
H -5.17 2.05 0.87
H -3.93 1.31 -2.45
H -1.55 1.02 -3.06
H 1.19 1.83 0.14
H 3.36 2.11 -0.92
H 3.00 0.66 -1.87
H 4.04 -1.58 -1.63
H 2.27 -1.62 -1.68
H 3.25 -3.89 -1.75
H 4.08 -3.59 -0.21
H 1.99 -4.84 0.22
H 1.06 -3.62 -0.65
H 0.92 -3.16 1.77
H 2.69 -3.15 1.88
H 1.76 -0.87 1.78
H 0.99 -1.24 0.22
H 3.82 0.13 2.30
H 2.39 1.04 1.81
H 3.81 2.95 1.13
H 4.05 2.51 2.82
H 6.23 2.92 1.67
H 6.10 1.25 2.22
H 5.54 2.26 -0.61
H 6.94 1.30 -0.11
H 5.25 -0.09 -1.19
H 5.54 -0.60 0.48
H -0.52 0.88 1.09
H -2.88 1.16 1.68
```

Summary:
Charge   0
Relative energy (zero: lowest compared OMol25 entry of this formula, charge and spin)   23.45 kcal/mol
SMILES string   CS(=O)(=O)Cc1ccc(C(=O)NCC2(N3CCCCC3)CCCCC2)cc1
Orbital gap   8.6 eV
LUMO level   0.373 eV
Total energy   -42255.1698 eV
HOMO level   -8.2 eV

***

Look up the total energy of the fourth one.
-57559.3229 eV

***

The highest total energy belongs to which entry?
C21H32N2O2